No. 1
{
  "formula": "C55H61F6N9O9P2S6Ti",
  "method": "ωB97M-V/def2-TZVPD",
  "lumo_ev": 2.52,
  "homo_lumo_gap_ev": 5.266,
  "e_homo_ev": -2.74,
  "relative_energy_kj_mol": 173.4,
  "total_charge": -2,
  "symbols": ["Ti", "N", "C", "C", "C", "C", "C", "C", "S", "O", "O", "N", "C", "N", "C", "C", "C", "N", "H", "H", "H", "H", "H", "H", "H", "H", "H", "F", "C", "F", "F", "S", "O", "O", "N", "S", "O", "O", "C", "F", "F", "F", "C", "C", "C", "C", "C", "C", "P", "C", "C", "C", "C", "C", "C", "C", "C", "C", "C", "C", "C", "H", "H", "H", "H", "H", "H", "H", "H", "H", "H", "H", "H", "H", "H", "H", "C", "C", "C", "P", "C", "C", "C", "C", "C", "C", "H", "H", "H", "H", "H", "H", "H", "H", "H", "H", "H", "H", "H", "H", "H", "H", "H", "H", "H", "H", "H", "S", "C", "S", "C", "N", "N", "C", "C", "C", "C", "C", "C", "S", "H", "H", "H", "H", "H", "C", "C", "C", "C", "C", "C", "O", "N", "C", "O", "N", "C", "O", "H", "H", "H", "H", "H", "H", "H", "H", "H", "H", "H"],
  "xyz": [[0.53965, 0.17355, 0.21278], [-7.64920, 0.92229, 2.95567], [-6.50836, 1.23356, 2.21235], [-5.32414, 1.60204, 2.85595], [-4.17675, 1.83680, 2.12363], [-4.22297, 1.71319, 0.74885], [-5.37246, 1.33460, 0.08619], [-6.52086, 1.10286, 0.81973], [-2.65932, 1.95947, -0.20385], [-2.08706, 2.87809, 0.72838], [-3.12473, 2.55455, -1.42437], [-1.04856, 1.00138, -0.59334], [-0.73290, 0.84252, -1.89744], [-1.36673, 1.42569, -2.91904], [-0.93173, 1.15023, -4.13960], [0.15089, 0.33240, -4.39508], [0.75949, -0.22659, -3.28746], [0.32114, -0.01743, -2.05498], [-7.67913, 1.35628, 3.86382], [-8.51220, 1.03458, 2.44949], [-5.31393, 1.71132, 3.93380], [-3.25793, 2.14584, 2.61044], [-5.37949, 1.25889, -0.99437], [-7.44669, 0.83354, 0.32461], [-1.48890, 1.61927, -4.94759], [0.49832, 0.12272, -5.39587], [1.61606, -0.88098, -3.38410], [2.28881, -3.83876, 2.66030], [3.14601, -3.10920, 1.94025], [4.32125, -3.11748, 2.57671], [3.30296, -3.70053, 0.76551], [2.52221, -1.36342, 1.80709], [1.49466, -1.49442, 0.70351], [3.72323, -0.63748, 1.49939], [1.95334, -1.09228, 3.19462], [0.35097, -0.61667, 3.42359], [0.22661, 0.31090, 1.88738], [0.37018, 0.49865, 4.38052], [0.37316, -2.06188, 5.04105], [1.53886, -2.20843, 5.72775], [0.03996, -3.33982, 4.62411], [-0.57439, -1.77068, 5.99664], [-2.73612, 5.00404, 4.90885], [-2.00799, 3.85505, 5.19689], [-1.07450, 3.36859, 4.28995], [-0.86158, 4.02611, 3.07181], [-1.59070, 5.18259, 2.79465], [-2.52247, 5.66681, 3.70704], [0.22910, 3.18318, 1.84402], [1.78024, 3.26572, 2.88872], [2.73961, 2.28069, 2.67386], [3.89657, 2.20113, 3.43572], [4.11969, 3.13088, 4.43828], [3.16644, 4.11125, 4.68693], [2.00442, 4.17251, 3.92948], [0.54548, 4.58486, 0.66081], [1.24282, 5.73262, 1.03917], [1.39782, 6.79731, 0.15956], [0.83605, 6.73918, -1.10877], [0.14239, 5.60260, -1.50033], [0.01326, 4.52833, -0.62890], [-3.47791, 5.37487, 5.60748], [-2.18057, 3.31952, 6.12398], [-0.52569, 2.45448, 4.49916], [-1.45774, 5.68515, 1.84389], [-3.09797, 6.55519, 3.47068], [2.57236, 1.54330, 1.90990], [4.59455, 1.39568, 3.24157], [5.02063, 3.08307, 5.03963], [3.32329, 4.82510, 5.48882], [1.26302, 4.92700, 4.16544], [1.66808, 5.80118, 2.03201], [1.94562, 7.68040, 0.46874], [0.94553, 7.57510, -1.79047], [-0.31224, 5.55637, -2.48316], [-0.52442, 3.64904, -0.94717], [-4.44226, -2.09357, 1.30294], [-3.14595, -1.28229, 1.31792], [-2.83039, -0.85195, 2.75290], [-1.60174, -1.94714, 0.47467], [-1.09670, -3.43781, 1.49123], [-2.17803, -4.30144, 2.14104], [-0.13147, -4.32787, 0.70619], [-2.25543, -2.64752, -1.13680], [-3.05084, -3.95640, -1.16560], [-3.04885, -1.56438, -1.88556], [-5.24156, -1.46448, 1.71172], [-4.37463, -2.98957, 1.91442], [-4.73758, -2.37524, 0.29475], [-3.33462, -0.37429, 0.74618], [-2.51220, -1.69287, 3.36980], [-3.72466, -0.41630, 3.20686], [-2.04457, -0.10113, 2.77159], [-0.51346, -2.97434, 2.28976], [-2.88870, -4.69289, 1.41271], [-2.71425, -3.76368, 2.92260], [-1.68251, -5.14905, 2.62208], [-0.63955, -4.91025, -0.06260], [0.35670, -5.02294, 1.39328], [0.63751, -3.73867, 0.21843], [-1.32601, -2.81918, -1.69098], [-3.89295, -3.96150, -0.47683], [-2.42403, -4.81946, -0.95157], [-3.44901, -4.09064, -2.17701], [-4.08822, -1.52640, -1.54543], [-3.05558, -1.78544, -2.95595], [-2.62397, -0.57476, -1.74907], [4.53977, -6.87202, -4.93749], [3.32477, -5.90748, -4.30050], [3.64432, -4.75460, -3.05003], [1.93862, -4.21558, -3.05914], [1.24833, -4.88419, -3.93975], [2.00900, -5.83063, -4.63043], [1.28701, -6.54994, -5.62762], [1.76938, -7.69971, -6.25378], [0.99712, -8.34556, -7.21240], [-0.25721, -7.87401, -7.56145], [-0.74618, -6.74088, -6.92461], [0.01112, -6.08214, -5.97100], [1.41176, -2.98670, -2.03235], [2.74069, -8.08481, -5.99779], [1.39053, -9.24059, -7.68034], [-0.84848, -8.38504, -8.31179], [-1.73340, -6.36621, -7.16790], [-0.36506, -5.20378, -5.47222], [4.08425, 4.07048, 0.11072], [3.63147, 3.67694, -1.29068], [3.77550, 2.19009, -1.64043], [3.46519, 2.04215, -3.17499], [4.05846, 0.83718, -3.90398], [5.20174, 1.71472, -1.38254], [6.17115, 2.44488, -1.49493], [5.31365, 0.39504, -1.07999], [4.25567, -0.55512, -1.11432], [4.54181, -1.71816, -1.22944], [2.98773, -0.03260, -0.98621], [2.79427, 1.24994, -0.94739], [1.69210, 1.69357, -0.43750], [3.98186, 5.15045, 0.22893], [5.13000, 3.80697, 0.26797], [3.48074, 3.58792, 0.87167], [4.24326, 4.22595, -2.00776], [2.58584, 3.95868, -1.43107], [3.83619, 2.94628, -3.65979], [2.37662, 2.02589, -3.28115], [5.14780, 0.89661, -3.93664], [3.68765, 0.82383, -4.93138], [3.78076, -0.10895, -3.44141], [6.23339, 0.01653, -0.91610]]
}


No. 2
{
  "formula": "C28H45N6O4RbS2",
  "method": "ωB97M-V/def2-TZVPD",
  "lumo_ev": -4.20,
  "homo_lumo_gap_ev": 8.540,
  "e_homo_ev": -12.74,
  "relative_energy_kj_mol": 188.1,
  "total_charge": 2,
  "symbols": ["Rb", "C", "O", "C", "C", "O", "C", "C", "O", "C", "H", "H", "H", "H", "H", "H", "H", "H", "H", "H", "H", "H", "H", "H", "N", "C", "N", "C", "C", "S", "C", "C", "S", "C", "N", "N", "H", "H", "H", "H", "H", "H", "C", "C", "C", "C", "C", "C", "C", "O", "C", "C", "C", "H", "H", "H", "H", "H", "H", "H", "H", "H", "H", "H", "H", "C", "C", "N", "C", "C", "N", "C", "C", "H", "H", "H", "H", "H", "H", "H", "H", "H", "H", "H", "H", "H"],
  "xyz": [[0.42038, -0.26891, 0.06719], [1.41925, -2.10753, -3.49801], [0.89129, -2.48102, -2.18114], [1.66679, -3.54687, -1.66112], [1.11263, -4.10263, -0.40854], [1.01955, -3.08033, 0.57840], [0.94339, -3.65675, 1.87199], [-0.09076, -3.00524, 2.74290], [0.14457, -1.70112, 3.12352], [1.21775, -1.65022, 4.04134], [2.45486, -1.92745, -3.56156], [0.97691, -1.10940, -3.75229], [1.06343, -2.84822, -4.22786], [2.68737, -3.21814, -1.35491], [1.89706, -4.27844, -2.45964], [1.79923, -4.87551, -0.08255], [0.11787, -4.54961, -0.62531], [1.95088, -3.59158, 2.33864], [0.63336, -4.68492, 1.69117], [-0.08161, -3.74677, 3.57390], [-0.97989, -2.98251, 2.17428], [2.20873, -1.84032, 3.58342], [1.14815, -2.28084, 4.90901], [1.34342, -0.65505, 4.38316], [-1.88691, 0.20284, -3.73859], [-1.70460, 1.19202, -2.83588], [-2.06434, 1.05926, -1.55350], [-1.72935, 2.27921, -0.88965], [-1.18199, 3.24775, -1.64801], [-1.01960, 2.73566, -3.27639], [-1.95204, 2.44992, 0.54544], [-2.13389, 3.62870, 1.14724], [-2.20645, 3.47372, 2.84583], [-1.98835, 1.80625, 2.63284], [-1.84539, 1.33715, 1.43235], [-1.90252, 0.96979, 3.76447], [-2.83866, -0.25196, -3.55590], [-1.73039, 0.39338, -4.68187], [-0.82778, 4.19079, -1.36579], [-2.28947, 4.56716, 0.66576], [-1.49016, 1.46825, 4.58702], [-1.26933, 0.18422, 3.55754], [8.48669, 1.96693, -0.37380], [7.03217, 1.95063, -0.74177], [6.50771, 2.94035, -1.59214], [5.21786, 2.87194, -2.02621], [4.77972, 3.93707, -2.97997], [4.32834, 1.83141, -1.55514], [2.94074, 1.71782, -2.08841], [2.03429, 1.06043, -1.61597], [4.83810, 0.91549, -0.64441], [4.06422, -0.26235, -0.12131], [6.20130, 0.97999, -0.29677], [8.97539, 1.88395, -1.36727], [8.84720, 1.13240, 0.23132], [8.77583, 2.92393, 0.02293], [7.20308, 3.65361, -1.98568], [5.57802, 4.55558, -3.44320], [4.09262, 4.53861, -2.49182], [4.27265, 3.42136, -3.79259], [2.72442, 2.28220, -3.00752], [3.47523, -0.84029, -0.80750], [3.43921, 0.20614, 0.61806], [4.79610, -0.88238, 0.43680], [6.57972, 0.13132, 0.31318], [-4.73982, -0.88716, 2.21134], [-4.34190, -1.35389, 0.79605], [-5.37716, -1.03472, -0.18760], [-5.37120, 0.45980, -0.39471], [-5.61389, 1.09405, 1.00972], [-5.96176, -0.01370, 2.00455], [-7.16058, -0.79863, 1.43341], [-6.66260, -1.51675, 0.17692], [-3.93070, -0.30897, 2.73666], [-5.12380, -1.67018, 2.81843], [-4.07558, -2.48581, 0.84272], [-3.34239, -0.85563, 0.51903], [-6.11288, 0.81238, -1.15544], [-4.42113, 0.69342, -0.76879], [-6.54443, 1.79841, 0.97206], [-4.75285, 1.53018, 1.33838], [-6.19443, 0.45661, 2.85460], [-7.92401, -0.07705, 1.26958], [-7.54055, -1.44695, 2.32165], [-7.32769, -1.40257, -0.69017], [-6.57467, -2.65370, 0.30192]]
}


No. 3
{
  "formula": "C11H38B4N12O12",
  "method": "ωB97M-V/def2-TZVPD",
  "lumo_ev": 0.31,
  "homo_lumo_gap_ev": 9.386,
  "e_homo_ev": -9.08,
  "symbols": ["C", "C", "C", "C", "O", "B", "O", "B", "O", "B", "C", "B", "O", "O", "O", "H", "H", "H", "H", "H", "H", "H", "H", "H", "H", "H", "H", "H", "H", "C", "O", "N", "N", "H", "H", "H", "H", "C", "O", "N", "N", "H", "H", "H", "H", "C", "O", "N", "N", "H", "H", "H", "H", "C", "O", "N", "N", "H", "H", "H", "H", "C", "O", "N", "N", "H", "H", "H", "H", "C", "O", "N", "N", "H", "H", "H", "H"],
  "xyz": [[-1.98721, -2.61032, -3.33873], [-1.33370, -3.26046, -2.07569], [-2.39466, -4.15573, -1.34205], [-3.34357, -3.27186, -0.46393], [-3.30951, -3.65548, 0.90657], [-2.84361, -2.65341, 1.75609], [-1.76014, -2.97416, 2.62425], [-0.71556, -2.10741, 2.19140], [-0.94425, -0.82125, 1.62770], [-2.30097, -0.45265, 1.55715], [-2.76775, 1.02056, 1.08230], [-1.57547, 1.97924, 0.62078], [-0.29847, 2.03999, 1.19983], [-1.85775, 2.90325, -0.44903], [-3.36771, -1.34749, 1.87262], [-1.29005, -2.61663, -4.19195], [-2.88532, -3.15923, -3.66533], [-2.23920, -1.56472, -3.08503], [-0.96448, -2.50582, -1.35846], [-0.46482, -3.86903, -2.38547], [-1.90053, -4.94581, -0.75772], [-3.02728, -4.60736, -2.12699], [-4.38022, -3.41367, -0.82740], [-3.09118, -2.21181, -0.65974], [0.38512, -2.53686, 2.30781], [-3.42254, 0.84431, 0.19953], [-3.43122, 1.46386, 1.84975], [0.29112, 1.53493, 0.61415], [-1.12179, 2.80786, -1.06321], [2.54370, 1.15990, -1.85568], [1.58236, 0.69718, -1.24917], [2.49727, 1.47004, -3.17735], [3.73759, 1.40079, -1.24383], [3.27191, 1.84994, -3.68487], [1.63158, 1.30942, -3.66383], [3.80478, 1.18250, -0.26746], [4.53725, 1.77784, -1.71344], [2.88309, -3.31095, 4.11556], [2.19336, -3.44624, 3.11079], [2.94202, -2.13728, 4.80848], [3.64693, -4.30748, 4.63038], [3.49969, -2.00967, 5.63181], [2.39346, -1.37249, 4.46397], [3.63141, -5.18695, 4.15086], [4.21991, -4.20132, 5.46189], [5.71681, -3.57844, 7.98699], [5.02933, -3.72524, 6.98237], [5.76955, -2.40303, 8.66887], [6.47975, -4.58086, 8.49725], [6.32340, -2.26080, 9.49103], [5.21742, -1.64335, 8.31806], [6.46204, -5.46095, 8.01653], [7.04906, -4.48598, 9.31562], [-0.26448, 1.19520, -6.51783], [0.16291, 1.39860, -5.38167], [-0.11476, 2.08720, -7.52526], [-0.92277, 0.05675, -6.85590], [-0.45763, 1.94075, -8.45348], [0.36185, 2.94179, -7.31227], [-1.05336, -0.62700, -6.13700], [-1.28127, -0.12655, -7.77224], [-1.32172, 6.55687, 1.16542], [-0.87280, 6.87865, 0.07513], [-1.80283, 5.30917, 1.42067], [-1.37635, 7.42738, 2.21735], [-2.17429, 5.02827, 2.30729], [-1.77698, 4.63907, 0.66578], [-1.02976, 8.35477, 2.06222], [-1.73887, 7.18869, 3.11948], [-2.73702, 3.25436, -5.03868], [-2.39242, 2.92803, -6.16764], [-3.84755, 4.01146, -4.80293], [-2.03800, 2.89250, -3.92895], [-4.14620, 4.29196, -3.88863], [-4.38459, 4.29697, -5.59922], [-1.20940, 2.33167, -4.06906], [-2.30265, 3.15403, -2.99664]]
}


No. 4
{
  "formula": "C4H5Cl",
  "method": "ωB97M-V/def2-TZVPD",
  "lumo_ev": 0.32,
  "homo_lumo_gap_ev": 8.892,
  "e_homo_ev": -8.58,
  "relative_energy_kj_mol": 267.9,
  "symbols": ["C", "C", "C", "C", "H", "H", "H", "H", "H", "Cl"],
  "xyz": [[0.07004, -0.29215, 0.19923], [0.81254, -1.39199, -0.36450], [0.11250, 0.97792, -0.80791], [0.27190, 1.17255, -2.24527], [1.06357, -2.33726, 0.02662], [1.23276, -1.11341, -1.39514], [0.11759, 1.87409, -0.08418], [0.80814, 0.31809, -3.00164], [0.21262, 2.19889, -2.49379], [-0.64921, -0.21990, 1.54463]]
}